{
  "formula": "C43H41N3O10P2PbSTe",
  "method": "the ωB97M-V functional and the def2-TZVPD basis",
  "species": ["H", "C", "H", "H", "H", "C", "H", "H", "C", "H", "H", "C", "O", "H", "H", "C", "C", "H", "C", "Pb", "O", "H", "H", "O", "O", "N", "C", "N", "C", "C", "P", "C", "C", "H", "H", "C", "O", "C", "H", "H", "C", "O", "O", "C", "N", "C", "H", "H", "C", "H", "O", "C", "H", "H", "H", "H", "C", "C", "C", "H", "H", "C", "C", "C", "H", "H", "C", "C", "S", "H", "H", "H", "H", "C", "C", "H", "C", "Te", "C", "O", "H", "C", "C", "O", "H", "C", "H", "H", "C", "H", "C", "C", "H", "H", "C", "C", "C", "P", "C", "H", "C", "C"],
  "coordinates": [[-2.940, 1.704, -3.083], [1.836, 0.639, 3.644], [-2.276, -3.820, -2.236], [3.384, -5.742, 2.491], [5.539, -0.039, -1.127], [3.791, -0.853, 2.449], [-4.455, 4.027, 2.312], [3.430, 1.758, 4.552], [-1.106, 4.576, 2.586], [1.095, 1.240, 4.147], [-3.387, 2.118, 1.121], [-1.617, 3.249, 0.675], [-5.029, -0.022, 1.359], [1.579, -4.124, -4.080], [2.830, 5.180, -3.772], [0.616, -3.635, -3.993], [-2.459, 1.140, -2.277], [-1.463, 0.844, -2.627], [-2.697, 2.787, 1.626], [-0.837, -0.271, 1.893], [0.582, 0.781, -0.144], [-3.306, -3.701, 2.780], [0.163, 4.427, 0.751], [-3.922, 0.451, 3.796], [-5.832, -2.261, 0.615], [-1.973, 2.015, 2.722], [2.986, -3.637, 2.328], [0.432, -1.990, 0.274], [2.449, -1.221, 2.294], [-2.547, 4.885, 2.746], [-3.519, -1.073, 4.195], [-4.669, -2.063, 3.087], [1.202, -2.971, 0.882], [0.104, -4.578, -0.007], [-5.918, -1.526, 4.462], [-4.295, -3.539, 3.212], [-1.685, 3.263, 4.966], [2.401, 2.974, -2.402], [5.206, 0.508, 3.321], [1.054, -2.162, -5.485], [-0.112, 2.715, -1.276], [-4.016, -1.398, 5.557], [-6.010, -1.819, 3.541], [-0.760, 4.117, 1.225], [-2.462, 1.959, -1.085], [3.060, 0.676, -1.661], [0.952, -1.161, -0.035], [3.762, -3.377, 3.036], [-1.837, -2.339, -3.726], [-1.114, -1.006, -5.246], [-3.337, -1.864, 0.620], [1.834, 5.250, -3.333], [-4.780, 0.368, 2.236], [-0.421, 5.284, 3.042], [-4.304, 0.265, -1.604], [-3.106, 1.029, 3.670], [0.198, 3.797, -2.052], [0.862, 1.693, -0.970], [1.489, 3.981, -2.590], [1.118, 5.446, -4.136], [-4.265, -3.799, 4.271], [6.547, 0.121, -3.025], [4.160, 0.239, 3.216], [-0.894, -1.876, -4.639], [-2.886, -0.654, -1.115], [-0.565, 4.553, -2.228], [-1.457, 2.590, -0.632], [-1.546, -3.459, -2.951], [-1.026, 2.891, 3.692], [4.559, -1.443, 1.959], [5.055, 1.054, -5.915], [7.258, 0.338, -5.042], [-2.861, 5.730, 3.344], [2.764, -4.977, 2.038], [-3.320, -0.074, -1.932], [1.488, -6.361, 0.998], [2.115, 1.792, -1.680], [-3.730, -1.401, -3.569], [5.456, 0.226, -2.175], [3.004, -0.288, -0.913], [-0.089, -4.962, -2.467], [1.412, -0.397, 2.803], [4.092, 0.959, -4.002], [-2.095, -1.323, 3.791], [-5.471, -2.655, -0.193], [1.711, -5.321, 1.205], [7.503, -0.213, -2.640], [1.822, 6.118, -2.667], [5.177, 0.837, -4.860], [-0.180, -2.338, -0.450], [2.214, -2.609, 1.784], [-3.376, 3.981, 2.231], [-5.031, -4.164, 2.701], [3.129, 1.267, -4.389], [4.223, 0.667, -2.645], [-0.321, -4.102, -3.083], [6.411, 0.427, -4.373], [-4.581, -1.540, 1.350], [0.324, -2.527, -4.775], [3.398, 3.109, -2.802], [0.940, -4.322, 0.637], [3.171, 0.950, 3.876]],
  "lumo_energy_ev": 3.40,
  "orbital_gap_ev": 5.8,
  "spin_multiplicity": 1,
  "de_lowest_kcal_mol": 24.4,
  "total_charge": -2,
  "largest_force_ev_per_a": 0.53
}

{
  "formula": "C10H30ClO5S2",
  "method": "the ωB97M-V functional and the def2-TZVPD basis",
  "species": ["O", "Cl", "C", "H", "S", "S", "H", "H", "H", "C", "C", "H", "H", "H", "H", "H", "H", "H", "H", "H", "H", "H", "H", "H", "H", "H", "H", "C", "H", "O", "C", "C", "H", "O", "H", "O", "H", "H", "H", "C", "C", "C", "H", "H", "C", "H", "O", "H"],
  "coordinates": [[4.992, 0.376, -0.485], [-1.019, 0.342, 0.707], [2.109, 3.851, 0.467], [3.216, 1.777, 0.902], [3.748, -0.503, -0.190], [-1.348, -2.637, 1.228], [0.106, -1.257, -0.005], [-5.205, -2.172, 2.162], [1.909, -1.431, -1.621], [-2.116, -2.932, -0.311], [-4.169, -1.690, 1.976], [-3.451, -2.528, 1.843], [-4.335, -0.766, 3.914], [-0.605, -0.258, -1.856], [2.837, 4.262, 0.837], [1.730, 0.656, 0.447], [0.658, -3.036, -0.170], [1.652, 4.775, -0.011], [-2.060, -0.085, 2.251], [1.053, -1.999, 1.365], [-1.568, -3.881, -0.805], [-0.269, 1.899, -2.324], [-4.088, -1.303, 1.058], [2.593, 3.208, -0.206], [-0.706, -0.132, -3.402], [1.522, 2.184, 1.424], [-2.087, -2.079, -0.816], [1.104, 3.217, 1.430], [1.317, 1.281, -1.930], [-1.219, -4.030, 1.928], [0.607, 1.252, -2.644], [0.224, -2.106, 0.527], [-4.490, 0.130, 2.893], [-2.382, -0.587, 2.978], [2.729, 1.715, -0.760], [0.945, 1.409, -4.005], [-3.214, -3.250, -0.169], [1.008, 3.586, 2.455], [-0.658, 2.151, 1.070], [-3.842, -0.682, 2.935], [3.014, -0.980, -1.764], [2.740, 1.015, 0.153], [3.594, -1.759, -2.113], [0.097, 1.341, -4.409], [-0.088, -0.142, -2.550], [2.940, -0.147, -2.561], [-0.090, 3.035, 0.735], [0.564, -1.090, -2.574]],
  "lumo_energy_ev": 2.79,
  "orbital_gap_ev": 8.1,
  "spin_multiplicity": 1,
  "de_lowest_kcal_mol": 98.8,
  "total_charge": -1,
  "largest_force_ev_per_a": 14.06
}

{
  "formula": "C43H33N5P2SSnTe",
  "method": "the ωB97M-V functional and the def2-TZVPD basis",
  "species": ["H", "N", "Te", "H", "N", "H", "C", "H", "C", "C", "H", "C", "C", "H", "H", "H", "H", "H", "N", "H", "H", "H", "H", "C", "H", "C", "C", "C", "C", "H", "C", "C", "H", "C", "C", "H", "C", "C", "C", "H", "C", "C", "C", "H", "H", "H", "C", "C", "C", "C", "C", "C", "C", "H", "C", "C", "C", "C", "H", "C", "H", "P", "H", "H", "N", "C", "C", "H", "H", "N", "H", "S", "H", "C", "C", "C", "C", "H", "P", "C", "C", "C", "H", "C", "Sn", "C"],
  "coordinates": [[-5.848, 1.091, -1.382], [-3.302, 1.552, 0.771], [2.136, -2.071, 1.844], [-2.707, -2.203, -4.487], [-1.478, 3.604, 2.205], [0.550, 1.314, 3.101], [1.717, 1.258, 1.286], [-2.724, -5.266, 4.215], [1.265, -0.145, -3.641], [-1.826, 3.584, 0.972], [3.715, 6.137, 0.338], [-5.092, 1.578, -0.767], [-0.320, -4.591, 1.355], [3.321, 1.072, -0.165], [4.661, 2.309, 3.500], [-5.760, 3.489, -1.386], [1.174, 2.723, -1.129], [3.623, -3.223, -3.101], [3.760, -4.834, -1.870], [0.405, -4.465, 0.584], [4.993, 2.011, 1.125], [-1.561, 4.101, -1.013], [-1.264, -7.149, 3.431], [3.781, 2.093, 2.908], [2.415, 1.811, 4.624], [4.007, 1.907, 1.587], [3.564, -3.555, -2.056], [3.081, -2.687, -1.061], [2.710, 5.781, 0.261], [-3.938, 4.674, -0.309], [1.979, 5.383, 1.364], [1.505, 1.552, 2.653], [-2.802, -3.121, 3.081], [0.726, -0.373, -2.352], [2.116, 5.812, -0.971], [3.014, -4.904, 1.475], [-2.040, -3.824, 2.824], [-2.401, -1.192, -1.307], [3.108, -4.576, 0.438], [-2.536, -0.337, -0.634], [0.012, 4.979, 0.047], [-2.058, -5.085, 3.436], [-4.088, -0.540, 2.912], [0.120, 5.504, -2.013], [0.202, -6.596, 1.415], [2.625, 6.121, -1.884], [1.652, 2.141, -3.075], [0.710, 5.390, -1.063], [2.986, 1.382, 0.801], [-1.672, -2.270, -0.784], [0.430, -1.269, 1.012], [-5.044, 2.944, -0.814], [-4.246, 0.921, 0.122], [2.880, -1.648, -1.206], [-4.033, 3.611, -0.153], [2.854, -3.225, 0.195], [-1.180, -3.554, 1.771], [3.602, -5.329, -0.614], [-0.729, -4.185, -1.097], [-1.708, -3.348, -2.974], [3.656, -6.424, -0.405], [-1.193, -1.966, 1.035], [-1.483, -4.184, -3.616], [0.511, -1.382, -2.045], [-5.126, -1.055, 2.937], [1.183, 1.930, -1.799], [-1.292, -6.146, 2.922], [2.210, 1.316, -4.926], [2.342, 5.475, 2.372], [-1.256, 4.349, -0.044], [1.979, 3.118, -3.367], [-0.208, 4.609, 2.741], [-3.262, -0.321, -3.058], [-2.693, -1.178, -2.658], [0.756, 0.676, -1.377], [1.735, 1.131, -3.964], [-1.341, -3.357, -1.651], [1.329, -0.922, -4.368], [0.343, 0.409, 0.414], [2.532, 1.831, 3.508], [0.643, 4.990, 1.311], [-0.437, -5.871, 1.831], [-4.416, -0.126, 0.322], [-2.406, -2.241, -3.466], [-1.996, 0.200, 2.428], [-3.152, 2.876, 0.580]],
  "lumo_energy_ev": -0.35,
  "orbital_gap_ev": 6.8,
  "spin_multiplicity": 1,
  "de_lowest_kcal_mol": 18.5,
  "total_charge": 0,
  "largest_force_ev_per_a": 3.57
}

{
  "formula": "C19H62N2O12",
  "method": "the ωB97M-V functional and the def2-TZVPD basis",
  "species": ["H", "O", "C", "H", "H", "H", "H", "H", "H", "O", "H", "H", "C", "H", "H", "H", "H", "H", "H", "O", "H", "H", "H", "C", "C", "H", "H", "C", "H", "H", "O", "C", "H", "H", "H", "H", "H", "C", "H", "O", "H", "H", "H", "C", "H", "O", "C", "H", "H", "O", "H", "O", "H", "H", "H", "H", "H", "H", "H", "H", "H", "C", "N", "H", "H", "O", "H", "H", "N", "O", "C", "H", "H", "O", "H", "H", "C", "C", "H", "H", "H", "O", "H", "H", "C", "C", "H", "C", "C", "H", "H", "C", "H", "H", "C"],
  "coordinates": [[0.651, -0.873, -3.463], [-1.783, 0.732, 5.332], [-1.642, 1.472, -3.787], [-2.575, 0.360, 2.057], [1.329, -4.196, 0.373], [3.008, 0.305, 0.412], [0.834, -1.426, -5.780], [0.948, -0.999, 5.116], [-0.864, 0.582, 0.111], [1.186, -3.790, -2.675], [-0.578, -2.709, -2.483], [2.521, 4.870, -0.397], [1.791, -3.286, 0.837], [1.748, -0.892, 2.171], [-1.252, -4.651, 0.923], [2.963, 1.845, -0.319], [-1.266, 0.559, -4.361], [-2.118, 4.152, -1.616], [-2.239, 2.029, -4.494], [2.887, -1.180, -5.616], [-0.417, -0.839, 0.925], [-3.262, 0.650, -1.241], [3.714, -2.068, -1.391], [-0.111, -3.607, -2.120], [-2.108, 0.859, 2.899], [-0.644, 3.030, -2.584], [-1.601, 2.893, -0.329], [0.817, -1.363, 4.114], [1.085, -2.490, 0.602], [1.697, -2.448, -4.664], [3.084, -0.655, 3.747], [-0.387, 2.108, -3.150], [1.784, -3.332, 1.917], [0.466, 4.758, 0.000], [-0.232, -1.254, 3.769], [-3.382, 3.551, 1.202], [-1.539, -2.285, 2.608], [-2.581, 0.282, 4.241], [0.139, 1.483, -2.387], [2.829, -2.236, -1.024], [-0.507, -3.609, 2.887], [-1.729, 0.031, 6.037], [0.793, 3.218, -0.624], [1.671, -1.504, -5.108], [0.941, -2.469, 4.177], [4.748, 0.933, -0.529], [-3.250, -0.959, 0.145], [-2.673, 0.092, -3.022], [-2.059, -2.555, -0.097], [2.353, 4.124, 0.163], [3.472, 0.157, 3.376], [-2.064, 5.233, 0.967], [-3.636, 0.546, 4.395], [2.760, -1.278, -6.600], [-1.497, -1.132, -0.869], [-0.055, -3.403, -1.083], [-2.225, -3.842, 2.891], [1.748, -3.215, -2.206], [-3.167, 2.776, -1.046], [3.760, -3.724, -0.105], [1.077, 3.821, 2.383], [-2.433, 3.547, -0.736], [-3.592, 0.182, -0.377], [1.215, 2.251, 1.600], [-4.447, 0.518, 0.068], [-2.397, 0.962, -2.774], [0.807, 0.470, 0.683], [-0.376, 2.957, 1.723], [-2.352, -1.637, -0.557], [-1.401, -3.692, 1.004], [0.003, -0.117, 0.220], [1.296, 0.310, -4.508], [0.382, 2.315, -3.857], [0.447, -0.784, -0.908], [-0.747, -4.426, -2.296], [-1.727, 4.824, 1.776], [-1.426, -3.347, 2.406], [1.500, -0.545, -3.999], [-2.235, 1.958, 2.759], [1.258, -1.242, -0.851], [2.833, 0.469, -1.289], [-3.980, -1.525, 1.193], [-1.005, 0.839, 2.810], [5.070, 1.731, -0.023], [0.989, 3.870, 0.231], [1.809, -0.578, 3.236], [3.673, -2.234, 0.870], [0.685, 3.208, 1.579], [3.143, -2.865, 0.200], [2.336, -0.286, -3.373], [-3.898, 4.823, 0.149], [-3.009, 4.293, 0.449], [-2.645, -0.807, 4.162], [1.466, 0.481, 3.235], [3.353, 0.872, -0.458]],
  "lumo_energy_ev": 0.38,
  "orbital_gap_ev": 9.3,
  "spin_multiplicity": 1,
  "de_lowest_kcal_mol": 132.3,
  "total_charge": 0,
  "largest_force_ev_per_a": 7.16,
  "smiles": "NC(N)=O.CCO.CCO.CCO.CCO.CCO.CCO.CCO.CO.CO.CO.CO"
}

{
  "formula": "CHI3",
  "method": "the ωB97M-V functional and the def2-TZVPD basis",
  "species": ["C", "H", "I", "I", "I"],
  "coordinates": [[0.299, -0.789, 0.933], [-0.034, 0.095, -0.114], [-0.957, -0.006, 2.505], [-0.322, -2.731, 0.292], [2.368, -0.668, 1.402]],
  "lumo_energy_ev": -1.05,
  "orbital_gap_ev": 8.3,
  "spin_multiplicity": 1,
  "de_lowest_kcal_mol": 13.9,
  "total_charge": 0,
  "largest_force_ev_per_a": 4.76
}

{
  "formula": "C33H42IrN3P2S4Sb2",
  "method": "the ωB97M-V functional and the def2-TZVPD basis",
  "species": ["Sb", "C", "Sb", "H", "S", "C", "C", "H", "H", "C", "H", "P", "H", "H", "H", "Ir", "N", "H", "H", "C", "C", "H", "H", "C", "H", "C", "C", "H", "C", "H", "N", "H", "H", "H", "H", "H", "C", "C", "H", "H", "C", "C", "C", "H", "H", "H", "H", "H", "H", "H", "C", "C", "C", "S", "C", "C", "S", "H", "C", "C", "H", "C", "H", "P", "C", "S", "H", "C", "H", "C", "N", "H", "H", "C", "C", "C", "H", "C", "C", "H", "H", "H", "C", "H", "H", "H", "C"],
  "coordinates": [[1.056, -2.914, -3.709], [2.986, 4.662, -1.165], [-1.611, -1.792, -0.044], [-4.862, 1.258, 0.144], [1.842, -2.664, -1.210], [-2.171, -1.148, 2.855], [2.456, -1.393, 2.502], [-3.821, -1.378, 1.390], [1.988, 0.819, 4.010], [1.142, 1.286, 3.513], [-0.636, -3.626, 1.666], [2.495, 0.755, -1.023], [-2.661, -0.605, 3.686], [6.646, -1.347, -2.409], [0.485, -2.010, 3.268], [0.749, -0.699, -0.869], [-5.030, 1.558, -0.811], [4.463, -0.988, 1.965], [4.140, 2.984, -0.679], [0.727, 0.934, 2.230], [6.013, 0.016, -3.871], [5.373, -2.407, 3.582], [0.029, 2.306, -1.983], [5.055, 0.977, -4.181], [-2.395, -5.296, 1.886], [2.020, -2.988, 4.205], [-5.957, 1.772, -2.994], [-3.114, -4.897, 0.325], [-4.064, 1.574, -1.725], [-4.810, -2.526, -0.514], [3.080, 0.596, 0.532], [-3.863, 1.751, -3.699], [4.858, -0.947, -0.840], [-0.684, -4.283, 0.080], [5.114, 1.466, -5.131], [-4.824, -1.014, -1.548], [5.938, -0.628, -2.677], [3.401, -3.129, 4.362], [-2.578, -1.318, -2.427], [1.662, 6.195, -1.761], [3.160, 3.319, -0.988], [-4.432, -2.034, -1.424], [0.894, 2.953, -1.751], [-6.674, 0.360, -1.423], [3.824, 5.312, -1.031], [-1.056, 3.904, 4.050], [-0.243, 4.794, -2.121], [-1.141, -0.847, 2.855], [6.655, -0.212, -4.661], [-6.259, 2.801, -3.079], [-6.316, 1.392, -1.528], [-0.401, 1.572, 1.717], [4.893, -0.446, -1.775], [-0.120, -0.766, -3.055], [1.771, 5.148, -1.552], [3.826, -1.558, 2.602], [-2.400, 1.624, -1.460], [0.963, 2.711, 5.168], [0.576, 2.391, 4.192], [-1.038, 2.560, 2.415], [-7.058, 2.057, -1.154], [-1.268, -3.741, 0.813], [3.882, -3.714, 5.164], [1.747, -0.222, 1.261], [-2.814, -0.889, 1.483], [-0.574, -4.324, -3.016], [-0.721, 1.468, 0.721], [-0.565, 2.989, 3.648], [-3.247, -3.919, 1.592], [0.714, 4.314, -1.805], [-4.543, 1.581, -2.961], [-6.497, 1.121, -3.665], [3.840, 1.083, 1.054], [4.280, -2.400, 3.579], [1.536, -2.143, 3.227], [2.104, 2.445, -1.298], [-5.036, -2.666, -2.075], [3.970, 1.135, -3.344], [-2.935, -2.055, -1.704], [-2.726, -3.076, -2.095], [1.358, -3.683, 4.757], [-2.239, -2.172, 3.135], [-2.515, -4.525, 1.163], [-2.986, 0.122, 1.214], [-1.894, 3.114, 2.006], [3.201, 1.792, -3.648], [3.870, 0.417, -2.134]],
  "lumo_energy_ev": [-5.86, -8.09],
  "orbital_gap_ev": [6.8, 5.0],
  "spin_multiplicity": 5,
  "de_lowest_kcal_mol": 25.4,
  "total_charge": 2,
  "largest_force_ev_per_a": 2.44
}

{
  "formula": "F2H6NO11PS2Tl",
  "method": "the ωB97M-V functional and the def2-TZVPD basis",
  "species": ["H", "O", "O", "O", "O", "O", "H", "N", "O", "H", "S", "F", "O", "O", "S", "F", "O", "P", "H", "O", "O", "Tl", "H", "H"],
  "coordinates": [[23.460, 27.115, 12.756], [18.507, 33.533, 14.834], [18.672, 26.336, 15.887], [19.910, 26.124, 13.760], [16.113, 30.642, 13.429], [16.950, 32.799, 12.563], [22.269, 32.094, 13.760], [18.590, 31.143, 13.596], [22.564, 29.752, 11.415], [23.366, 29.358, 11.057], [17.207, 31.435, 12.954], [17.515, 30.791, 11.493], [17.841, 24.933, 13.904], [17.333, 31.670, 15.886], [18.326, 32.107, 14.952], [19.708, 31.644, 15.624], [22.135, 31.257, 14.218], [18.488, 26.218, 14.368], [22.855, 26.311, 13.907], [17.987, 27.474, 13.645], [22.849, 27.184, 13.496], [20.515, 28.982, 13.447], [22.480, 30.596, 10.957], [22.646, 31.337, 15.031]],
  "lumo_energy_ev": -1.00,
  "orbital_gap_ev": 5.8,
  "spin_multiplicity": 1,
  "total_charge": -1,
  "largest_force_ev_per_a": 5.99
}